# C8H8N2OS

The molecule C8H8N2OS (the ωB97M-V functional and the def2-TZVPD basis, the Open Molecules 2025 dataset).

Calculated values
Strongest force on any atom (eV/A): 6.3
Net charge: 0
Frontier orbital gap (spin up / spin down) (eV): 7.82 / 7.82

```
20
C8H8N2OS, DFT the ωB97M-V functional and the def2-TZVPD basis
N -1.69 1.21 0.73
C -0.28 2.01 -1.05
N -2.08 -0.32 2.50
H 2.54 -0.65 1.87
H -1.21 -1.50 -2.50
H 2.24 -2.69 0.15
C 1.62 -1.69 0.30
H -2.03 -1.33 2.61
H -0.01 2.79 -1.70
C 1.47 0.66 0.42
C 0.84 -1.59 -0.75
C 0.19 -0.54 -1.14
S -2.09 -0.21 0.94
H 0.41 -2.49 -1.27
C 1.98 -0.51 0.96
C 0.51 0.71 -0.63
H 1.63 1.58 0.84
H -1.80 3.08 -0.13
O -0.96 -0.67 -2.00
C -1.29 2.15 -0.13
```

Atomic partial charges in e from the Mulliken method, atoms 1 to 5: number 1, N, carries -0.271; number 2, C, carries -0.803; number 3, N, carries -0.517; number 4, H, carries 0.389; number 5, H, carries 0.325

=====

# C23H50BrFN14O32

A cluster of 15 separate species, C23H50BrFN14O32 in total (the ωB97M-V functional and the def2-TZVPD basis, the Open Molecules 2025 dataset).

Calculated values
Strongest force on any atom (eV/A): 9.8
Net charge: 0
Frontier orbital gap (eV): 8.76

```
121
C23H50BrFN14O32, DFT the ωB97M-V functional and the def2-TZVPD basis
N -7.13 1.13 0.28
C -8.41 5.75 6.55
H 0.37 -1.30 -1.46
C -2.43 1.80 1.76
O -0.16 4.98 1.86
C -1.78 -5.18 -0.71
O -6.11 -4.01 3.10
H 3.03 5.14 1.91
H -8.69 5.72 7.60
O 4.16 2.63 -11.15
C -1.39 -1.60 6.37
C 2.59 4.18 2.18
N 0.09 5.88 2.67
O -3.50 3.11 3.76
O -1.38 -5.31 0.68
O 8.00 -3.98 -3.82
H -5.92 4.91 3.69
O -7.29 1.62 -0.84
H 4.79 1.99 -8.07
H 5.32 -2.90 -6.09
N -4.01 4.13 3.30
O 0.25 1.93 3.65
C -0.72 -4.25 -1.60
O 1.13 6.00 3.33
H -1.01 -0.09 -1.75
H 6.46 -1.99 -5.04
H 2.76 1.39 4.11
H -2.02 2.80 1.89
N -7.36 4.70 6.34
H 4.64 -8.17 -4.20
H -0.51 7.88 2.60
N 4.40 2.85 -9.96
C -7.94 -0.07 0.63
H -8.58 -0.32 -0.22
O 0.17 0.84 5.56
H -3.52 -3.46 1.64
H -7.97 6.71 6.28
O -6.35 1.54 1.15
H -1.81 -0.63 6.10
N 3.02 -6.92 -4.74
H -0.71 -1.52 7.22
O -2.70 -3.51 6.12
H -0.88 -2.05 5.51
N -2.52 -2.48 6.77
O -6.32 4.82 7.00
C 4.35 -7.52 -5.03
O 5.83 -1.34 -8.12
N -1.50 1.05 0.87
H -1.43 -1.63 -0.75
H 2.58 -4.66 -1.51
H 4.27 -8.08 -5.96
C -1.09 -1.96 -3.09
C 4.58 1.65 -9.09
H -4.32 -4.85 0.82
H -0.29 -4.07 -3.90
H -1.80 6.70 2.24
H -2.15 -1.58 -3.47
N 3.63 3.14 1.97
O -7.62 3.80 5.53
N 6.08 -1.13 -6.93
C -1.03 -3.63 -3.08
O 3.38 2.24 1.17
C 6.25 -2.33 -6.06
H 1.96 0.00 3.28
H 1.80 -3.16 -2.28
C -0.80 -1.24 -1.66
H 7.67 -4.12 -1.24
H 6.04 -3.36 -1.35
H 3.65 1.08 -9.12
H -4.54 5.89 4.31
O 0.70 -4.68 1.92
O 1.65 4.19 -1.67
C 0.51 -4.25 -0.74
O 4.68 3.25 2.63
O 3.11 5.54 -0.72
H -5.01 4.37 5.14
Br 1.80 -1.50 1.10
H 1.74 3.95 1.54
C 2.75 -2.70 -0.22
H -2.50 1.28 2.72
H -3.40 1.82 1.27
O -3.83 4.59 2.17
O -1.32 1.50 -0.26
H 7.50 -2.41 -1.80
H 5.07 -6.69 -5.13
H 5.42 1.07 -9.49
O 5.81 -4.13 -3.62
C 0.04 -4.86 0.74
H 4.61 3.60 -1.61
C 2.04 0.57 4.21
C -0.95 6.92 2.87
O -3.20 -2.10 7.74
H 2.31 4.16 3.23
O -2.73 -5.99 -1.23
H -8.55 0.19 1.50
C 7.05 -3.40 -1.78
H -0.32 -1.61 -3.92
C -4.94 4.88 4.18
O -0.98 0.02 1.34
H -7.26 -0.89 0.85
F -2.42 -4.04 -3.46
H -9.26 5.52 5.91
N 0.71 1.16 4.50
H -3.95 -4.94 2.57
C 3.88 4.02 -2.31
N -5.57 -3.69 2.03
O -6.03 -2.92 1.18
C -4.23 -4.28 1.74
O 2.56 -6.15 -5.59
N 6.94 -3.87 -3.19
H 2.33 -0.09 5.04
H -1.24 6.90 3.93
H 3.46 3.25 -2.95
O 4.52 3.96 -9.43
H 4.33 4.82 -2.91
O 4.11 -2.71 -0.31
C 1.96 -3.68 -1.25
O 2.48 -7.24 -3.68
H 7.09 -2.90 -6.45
N 2.79 4.63 -1.50
O 6.19 -0.02 -6.39
```

Atomic partial charges in e from the Mulliken method, atoms 1 to 5: number 1, N, carries 0.818; number 2, C, carries -0.742; number 3, H, carries -0.091; number 4, C, carries -0.835; number 5, O, carries -0.428

=====

# C2H5N3OS

The molecule C2H5N3OS (the ωB97M-V functional and the def2-TZVPD basis, the Open Molecules 2025 dataset).

Calculated values
Strongest force on any atom (eV/A): 5.5
Multiplicity: 3
Net charge: 0
Frontier orbital gap (spin up / spin down) (eV): 4.80 / 6.01
<S²>: 2.010

```
12
C2H5N3OS, DFT the ωB97M-V functional and the def2-TZVPD basis
S 0.79 -2.38 -1.36
N -0.73 -1.78 -1.00
N -1.61 -0.08 0.37
H 1.90 -0.36 -1.68
C 0.77 -0.20 -0.05
C -0.65 -0.74 -0.25
O 1.07 -3.35 -0.33
H 0.97 0.95 -0.13
H 0.98 -0.58 0.99
H -2.41 -0.55 0.77
N 1.69 -0.96 -0.86
H -1.25 0.40 1.14
```

Atomic partial charges in e from the Mulliken method, atoms 1 to 5: number 1, S, carries 0.484; number 2, N, carries -0.588; number 3, N, carries -0.509; number 4, H, carries 0.335; number 5, C, carries -0.430

=====

# C26H35IrN11OS

A structure of composition C26H35IrN11OS (the ωB97M-V functional and the def2-TZVPD basis, the Open Molecules 2025 dataset).

Calculated values
Strongest force on any atom (eV/A): 4.6
Multiplicity: 6
Net charge: +4
Frontier orbital gap (spin up / spin down) (eV): 4.52 / 1.86
<S²>: 8.784

```
75
C26H35IrN11OS, DFT the ωB97M-V functional and the def2-TZVPD basis
N 13.19 11.89 4.08
H 7.52 13.49 4.90
C 11.41 7.28 7.62
N 12.07 8.04 6.76
C 11.31 10.17 9.82
H 4.20 4.96 14.00
H 13.51 4.76 7.79
H 11.28 4.67 13.28
H 5.02 6.64 13.70
C 8.87 4.95 15.79
C 13.06 5.63 7.46
C 8.54 13.61 5.13
C 13.20 7.59 6.14
C 13.79 8.61 5.28
H 11.43 5.40 8.71
H 10.62 14.31 5.71
H 7.47 7.36 4.49
H 9.70 7.86 5.62
H 5.86 5.06 13.37
C 8.77 10.90 5.04
N 15.08 10.63 4.01
C 7.89 8.34 4.66
H 10.78 9.85 10.66
C 7.16 9.44 4.19
C 8.42 6.32 14.02
C 9.12 8.64 5.23
O 10.46 10.10 8.63
C 10.08 4.58 15.16
H 6.24 9.26 3.52
H 8.61 14.19 6.08
H 7.02 11.48 4.11
S 12.84 12.08 7.48
H 6.50 3.75 15.56
H 10.52 7.68 8.06
C 5.56 4.13 15.99
H 12.49 15.59 6.85
C 12.17 13.48 6.92
H 14.62 6.00 6.05
C 13.85 10.78 4.41
H 9.74 6.42 12.33
N 16.81 9.06 3.67
N 9.51 9.86 5.44
C 11.93 6.10 8.06
H 10.56 3.78 15.63
N 15.00 8.43 4.88
H 4.68 3.75 15.52
H 6.57 7.44 15.66
H 5.67 4.11 17.10
C 6.72 6.34 15.82
C 8.03 5.84 15.25
H 9.88 10.86 8.80
N 12.77 14.64 7.10
H 17.22 8.26 4.13
H 17.34 9.76 3.23
C 10.43 5.03 13.83
H 4.87 6.02 16.16
N 5.53 5.61 15.42
H 9.00 14.28 4.39
C 7.65 10.67 4.38
C 15.54 9.40 4.15
C 9.25 12.30 5.29
H 8.81 4.54 16.77
N 13.13 9.79 5.07
H 13.65 12.48 3.43
Ir 11.57 10.28 6.43
C 13.69 6.32 6.48
H 12.19 11.93 4.20
N 11.01 13.48 6.18
H 6.80 6.13 16.89
C 5.09 5.56 13.94
N 10.39 12.30 5.90
C 9.58 6.09 13.34
H 13.70 14.63 7.55
H 11.57 11.22 9.96
H 12.17 9.47 9.58
```

Atomic partial charges in e from the Mulliken method, atoms 1 to 5: number 1, N, carries -0.180; number 2, H, carries 0.432; number 3, C, carries -0.161; number 4, N, carries 0.156; number 5, C, carries -0.738

=====

# C29H78F6N25O17

A cluster of 15 separate species, C29H78F6N25O17 in total (the ωB97M-V functional and the def2-TZVPD basis, the Open Molecules 2025 dataset).

Calculated values
Strongest force on any atom (eV/A): 9.5
Multiplicity: 2
Net charge: -2
Frontier orbital gap (spin up / spin down) (eV): 5.25 / 4.72
<S²>: 0.755

```
155
C29H78F6N25O17, DFT the ωB97M-V functional and the def2-TZVPD basis
H -19.00 -11.28 18.16
H -16.69 -18.15 17.31
C -18.43 -17.93 21.71
H -27.48 -18.01 11.32
N -18.00 -18.05 20.49
N -19.85 -17.85 14.20
H -26.68 -16.56 15.16
C -15.97 -14.41 19.74
C -19.04 -13.76 13.28
C -21.02 -17.59 13.67
N -28.99 -16.04 13.61
H -22.89 -20.05 13.15
H -21.81 -13.76 16.08
H -29.46 -14.54 11.26
H -22.21 -12.09 16.09
H -23.68 -15.88 18.28
C -29.75 -16.95 11.40
H -15.48 -13.19 18.22
H -15.01 -14.81 18.00
H -29.43 -17.03 10.37
H -23.99 -17.38 19.01
H -25.44 -22.04 16.00
C -22.02 -20.66 21.51
N -22.31 -13.00 15.65
F -19.11 -13.82 11.99
C -18.83 -11.61 15.91
H -25.47 -13.84 21.69
C -22.11 -10.70 20.72
N -20.19 -20.93 17.99
H -29.09 -13.20 13.62
C -18.68 -11.95 17.36
H -19.14 -16.19 17.54
F -20.27 -13.83 13.78
O -23.01 -11.06 21.45
N -20.56 -20.95 15.87
F -18.44 -14.86 13.61
H -24.25 -16.73 16.15
C -23.52 -16.95 18.13
H -23.96 -20.58 21.09
C -18.25 -14.03 23.57
O -21.34 -17.84 12.52
N -23.04 -20.41 20.71
N -21.17 -11.52 20.25
H -17.41 -18.80 20.15
H -28.03 -12.87 11.77
C -21.25 -17.09 18.84
N -23.42 -20.01 14.01
N -24.88 -13.50 20.94
H -20.24 -19.97 21.89
C -28.46 -14.93 11.45
O -23.70 -12.20 14.08
H -30.12 -17.88 11.84
H -17.01 -19.19 22.01
H -25.17 -23.48 17.07
H -21.42 -16.95 15.51
O -17.97 -12.90 23.87
N -15.58 -14.15 18.53
H -27.95 -15.12 10.50
C -22.98 -13.11 14.49
F -21.04 -14.82 17.91
C -21.05 -15.54 19.14
N -25.17 -19.79 12.73
N -25.35 -22.50 16.90
H -21.63 -17.49 19.78
H -23.26 -12.84 19.48
H -20.74 -19.73 20.26
H -18.44 -14.97 16.56
N -18.81 -14.96 24.29
C -27.72 -13.86 12.11
N -21.71 -16.97 14.54
C -20.32 -21.67 16.96
H -20.32 -21.23 18.95
O -29.59 -17.16 14.31
C -24.76 -19.98 13.90
N -20.88 -20.21 21.14
O -16.94 -12.44 13.26
H -18.45 -13.68 21.66
C -29.03 -14.65 15.75
H -23.02 -20.38 14.85
O -18.09 -12.60 15.18
C -24.40 -17.39 17.00
O -20.21 -22.86 16.84
H -26.08 -20.12 12.44
H -26.39 -16.54 11.91
H -16.26 -16.24 19.03
C -18.20 -12.59 13.78
O -19.38 -17.29 22.17
H -18.83 -15.37 22.07
C -28.11 -13.68 13.63
H -18.63 -17.69 19.78
H -24.02 -13.72 18.15
H -30.62 -16.29 11.28
H -20.26 -19.93 17.89
O -22.22 -17.31 17.83
N -24.07 -13.18 19.00
O -20.29 -18.02 18.40
H -25.41 -17.19 17.35
H -25.56 -19.98 18.65
N -17.57 -17.66 17.20
H -26.04 -15.49 14.24
H -26.66 -13.87 11.89
C -28.21 -15.01 14.44
H -17.62 -12.16 17.49
N -17.65 -18.59 22.51
H -29.27 -15.57 16.28
H -27.18 -17.68 12.97
H -23.13 -19.91 19.84
C -28.58 -16.31 12.17
O -25.62 -14.80 19.29
H -21.22 -12.50 20.50
H -20.56 -21.51 15.03
O -22.15 -20.99 22.69
H -26.32 -14.83 15.77
O -24.69 -22.24 18.93
N -25.41 -20.52 17.81
H -20.52 -11.29 19.51
H -19.06 -15.84 23.86
N -21.88 -9.54 20.33
C -26.78 -15.49 15.03
H -17.17 -15.59 20.50
H -19.28 -14.66 25.14
F -21.89 -15.07 20.04
C -17.44 -16.58 16.51
H -25.66 -20.16 16.90
N -18.52 -15.95 16.78
N -16.43 -15.64 19.82
C -25.03 -21.80 17.88
H -17.96 -18.83 23.44
H -18.78 -11.71 13.52
H -20.60 -19.94 15.87
H -24.27 -18.43 16.72
H -24.36 -12.66 21.18
H -19.12 -12.93 17.53
H -24.65 -19.37 11.97
C -27.26 -17.19 12.00
H -28.46 -14.10 16.49
H -29.91 -14.13 15.37
O -25.58 -20.39 14.70
H -21.01 -9.43 19.83
H -19.19 -18.54 13.89
O -16.25 -13.66 20.61
H -22.70 -16.83 14.38
H -19.79 -17.48 15.14
F -19.86 -15.41 19.60
H -19.87 -11.52 15.59
H -18.39 -10.66 15.59
H -22.51 -8.78 20.55
H -23.38 -14.36 12.99
H -18.37 -17.89 17.78
N -22.81 -14.27 13.82
C -24.93 -13.87 19.71
H -27.52 -12.87 14.06
N -18.56 -14.43 22.32
O -16.46 -16.24 15.89
H -21.89 -14.68 13.92
```

Atomic partial charges in e from the Mulliken method, atoms 1 to 5: number 1, H, carries 0.391; number 2, H, carries 0.264; number 3, C, carries 0.529; number 4, H, carries 0.544; number 5, N, carries -0.226

=====

# C3H6O3

A cluster of 2 separate species, C3H6O3 in total (the ωB97M-V functional and the def2-TZVPD basis, the Open Molecules 2025 dataset).

Calculated values
Strongest force on any atom (eV/A): 2.0
Net charge: 0
Frontier orbital gap (eV): 11.21

```
12
C3H6O3, DFT the ωB97M-V functional and the def2-TZVPD basis
O 0.92 -3.60 -0.76
H 1.28 0.48 -1.16
H -0.36 -0.09 1.04
H 0.87 1.19 1.08
H -0.29 2.42 -0.73
O 0.87 -0.12 -0.53
O -0.13 -2.61 1.01
C 0.40 -3.09 0.12
C -0.82 1.62 -0.19
H -1.44 2.07 0.58
C 0.17 0.64 0.43
H -1.47 1.09 -0.90
```

Atomic partial charges in e from the Mulliken method, atoms 1 to 5: number 1, O, carries -0.361; number 2, H, carries 0.280; number 3, H, carries 0.254; number 4, H, carries 0.238; number 5, H, carries 0.330

=====

# C5H6O2

The molecule C5H6O2 (the ωB97M-V functional and the def2-TZVPD basis, the Open Molecules 2025 dataset).

Calculated values
Strongest force on any atom (eV/A): 0.6
Net charge: 0
Frontier orbital gap (eV): 11.49

```
13
C5H6O2, DFT the ωB97M-V functional and the def2-TZVPD basis
H -0.93 2.28 -0.45
O -1.01 2.46 1.57
H 1.22 -2.14 0.29
H 1.91 -0.88 1.35
C 0.08 -0.31 0.38
C 1.40 -1.07 0.40
C -1.33 -0.73 -1.86
O 0.44 1.08 0.52
H 2.02 -0.72 -0.43
C -0.58 1.99 0.56
C -0.70 -0.55 -0.85
H -0.53 -0.58 1.25
H -1.88 -0.89 -2.76
```

Atomic partial charges in e from the Mulliken method, atoms 1 to 5: number 1, H, carries 0.362; number 2, O, carries -0.451; number 3, H, carries 0.383; number 4, H, carries 0.338; number 5, C, carries 0.346

=====

# C13H16O2

The molecule C13H16O2 (the ωB97M-V functional and the def2-TZVPD basis, the Open Molecules 2025 dataset).

Calculated values
Strongest force on any atom (eV/A): 3.8
Net charge: 0
Frontier orbital gap (eV): 9.17

```
31
C13H16O2, DFT the ωB97M-V functional and the def2-TZVPD basis
H -1.42 -2.67 -1.36
H 1.93 -1.12 1.13
H -4.73 -1.07 0.95
C -1.89 0.43 -0.23
C 1.74 1.57 -1.17
H -3.77 1.10 0.84
C 2.12 -0.51 0.28
C -1.38 1.90 -0.16
H 2.79 1.40 -1.46
H 1.51 2.46 -0.57
H 3.96 -2.73 -1.05
C -3.11 0.23 0.37
H 1.40 1.86 1.84
C -1.88 -1.84 -0.91
H -0.24 -0.49 -1.39
H 4.57 -2.22 0.45
C 0.67 1.22 1.33
C -0.48 2.22 0.95
H 0.27 0.47 2.10
H 2.96 -2.84 0.34
O 3.14 -1.00 -0.41
C -3.09 -2.00 -0.30
H 0.98 1.41 -1.92
H -0.02 3.18 0.64
O -1.66 2.71 -1.03
H -1.09 2.50 1.79
C -1.28 -0.60 -0.99
H -3.45 -2.93 -0.40
C -3.67 -1.01 0.45
C 3.67 -2.23 -0.18
C 1.45 0.59 0.06
```

Atomic partial charges in e from the Mulliken method, atoms 1 to 5: number 1, H, carries 0.433; number 2, H, carries 0.456; number 3, H, carries 0.231; number 4, C, carries 0.476; number 5, C, carries -1.132

=====

# C7H7NO2

A cluster of 2 separate species, C7H7NO2 in total (the ωB97M-V functional and the def2-TZVPD basis, the Open Molecules 2025 dataset).

Calculated values
Strongest force on any atom (eV/A): 4.7
Net charge: 0
Frontier orbital gap (spin up / spin down) (eV): 8.03 / 8.03

```
17
C7H7NO2, DFT the ωB97M-V functional and the def2-TZVPD basis
H -0.01 -1.07 -1.22
H -2.82 -0.49 2.11
H 2.33 -0.25 0.47
C -0.97 0.35 1.24
C -2.78 -0.04 -0.08
H 0.67 2.11 -1.34
C 1.93 -0.96 -0.12
H -0.13 0.32 1.85
C 0.74 -0.68 -0.65
O -3.88 -0.24 -0.48
N -1.88 0.72 -0.86
C -0.70 0.97 -0.09
O 1.44 1.82 0.52
H -2.10 1.14 -1.71
C -2.18 -0.21 1.24
C 0.57 1.66 -0.28
H 2.48 -1.82 -0.43
```

Atomic partial charges in e from the Mulliken method, atoms 1 to 5: number 1, H, carries 0.463; number 2, H, carries 0.370; number 3, H, carries 0.349; number 4, C, carries -0.055; number 5, C, carries 0.373

=====

# C3H5FS

The molecule C3H5FS (the ωB97M-V functional and the def2-TZVPD basis, the Open Molecules 2025 dataset).

Calculated values
Strongest force on any atom (eV/A): 5.0
Net charge: 0
Frontier orbital gap (eV): 8.81

```
10
C3H5FS, DFT the ωB97M-V functional and the def2-TZVPD basis
H 1.65 -1.20 0.38
C 0.98 -0.60 -0.47
H 1.34 0.32 -0.90
F 0.56 -1.49 -1.50
H -1.45 -1.72 0.45
C -1.42 -0.70 -0.07
H -1.45 -0.89 -1.18
H -2.41 0.11 0.11
S 0.05 1.49 1.02
C -0.14 0.13 0.26
```

Atomic partial charges in e from the Mulliken method, atoms 1 to 5: number 1, H, carries 0.247; number 2, C, carries -0.177; number 3, H, carries 0.282; number 4, F, carries -0.293; number 5, H, carries 0.276

=====

Total energy: -24283.53018 -183755.70008 -19501.71992 -59600.48379 -119706.97761 -9351.28489 -9374.75581 -17832.27414 -12953.13335 -16742.43291 (eV)